1.
Computed, not measured: 5 unconnected molecules or ions with the total composition C26H61N3O2 at a distorted geometry, with the ωB97M-V functional and the def2-TZVPD basis.

Geometry (Å):
C -2.013 5.378 -5.648
C -1.812 5.466 -4.153
N -1.918 4.185 -3.473
C -1.912 4.370 -2.032
C -2.398 3.173 -1.235
C -0.918 3.216 -3.902
C 0.554 3.647 -3.878
H -2.027 6.400 -6.048
H -2.994 4.998 -5.934
H -1.222 4.836 -6.162
H -0.831 5.938 -3.976
H -2.549 6.141 -3.718
H -0.954 4.766 -1.639
H -2.587 5.198 -1.777
H -2.431 3.459 -0.182
H -3.426 2.958 -1.529
H -1.780 2.288 -1.364
H -1.151 2.968 -4.943
H -1.006 2.274 -3.360
H 1.155 2.907 -4.410
H 0.977 3.764 -2.879
H 0.730 4.584 -4.412
C 4.841 -2.149 -5.539
C 3.647 -1.205 -5.578
N 2.381 -1.903 -5.428
C 2.132 -2.375 -4.081
C 1.161 -3.545 -4.044
C 1.264 -1.245 -6.057
C 0.764 0.047 -5.391
H 5.746 -1.717 -5.961
H 4.600 -3.114 -5.984
H 5.082 -2.395 -4.497
H 3.773 -0.424 -4.806
H 3.619 -0.664 -6.527
H 3.047 -2.644 -3.556
H 1.731 -1.559 -3.451
H 1.135 -3.950 -3.030
H 0.148 -3.298 -4.355
H 1.537 -4.346 -4.685
H 0.416 -1.937 -6.096
H 1.511 -1.019 -7.094
H 0.056 0.560 -6.047
H 1.581 0.783 -5.362
H 0.393 -0.042 -4.374
C 0.270 -0.632 7.595
C -1.139 -0.020 7.647
N -1.579 0.440 6.327
C -1.984 -0.693 5.510
C -2.011 -0.399 4.022
C -2.694 1.375 6.441
C -2.356 2.659 7.196
H 1.019 0.150 7.745
H 0.487 -1.071 6.624
H 0.415 -1.346 8.405
H -1.858 -0.751 8.050
H -1.086 0.859 8.283
H -1.262 -1.493 5.681
H -2.962 -1.101 5.822
H -2.248 -1.335 3.505
H -2.838 0.261 3.744
H -1.086 0.027 3.639
H -3.552 0.896 6.953
H -3.042 1.628 5.439
H -2.990 3.493 6.900
H -1.327 2.978 7.005
H -2.445 2.508 8.272
C 1.175 -3.726 3.354
C 1.805 -3.995 4.714
C 2.864 -2.859 4.825
O 2.702 -2.000 3.716
C 1.443 -2.244 3.132
H 0.118 -3.992 3.280
H 1.654 -4.324 2.572
H 2.212 -4.992 4.857
H 1.070 -3.824 5.505
H 3.880 -3.256 4.841
H 2.715 -2.302 5.757
H 1.388 -1.985 2.074
H 0.680 -1.622 3.629
C -1.398 -2.087 0.290
C -0.919 -0.694 -0.137
C 0.418 -0.960 -0.890
O 0.737 -2.312 -0.662
C -0.463 -3.026 -0.459
H -2.416 -2.299 -0.043
H -1.412 -2.187 1.375
H -0.836 0.054 0.648
H -1.639 -0.267 -0.842
H 1.217 -0.336 -0.483
H 0.330 -0.672 -1.944
H -0.213 -3.934 0.094
H -0.893 -3.364 -1.411

Cartesian forces, eV/Å:
C -0.42 0.79 -0.46
C 0.28 -0.10 -0.04
N 0.04 -0.14 0.62
C -0.13 0.76 0.54
C -0.17 0.34 -0.05
C 0.34 0.01 -0.91
C 0.24 0.16 -0.06
H 0.29 -0.10 0.03
H 0.11 -0.43 0.20
H -0.05 -0.10 0.00
H -0.06 0.04 0.11
H -0.12 -0.08 0.00
H 0.16 -0.44 -0.18
H -0.13 -0.13 -0.34
H 0.16 -0.20 0.06
H 0.07 -0.22 -0.09
H 0.00 -0.07 0.10
H -0.03 -0.08 0.09
H -0.28 0.13 0.16
H -0.05 -0.12 0.14
H -0.12 -0.04 0.04
H -0.13 0.02 0.03
C -0.03 -0.35 0.94
C -0.05 0.36 -0.06
N 0.70 -0.38 -0.23
C -0.77 0.48 0.42
C 0.46 -0.44 0.23
C -0.90 0.16 0.39
C 0.89 0.92 -0.66
H -0.06 0.02 -0.20
H 0.04 0.19 -0.42
H 0.05 0.11 -0.10
H 0.04 -0.03 -0.03
H 0.00 -0.14 -0.05
H 0.22 -0.18 -0.44
H -0.02 -0.05 -0.05
H -0.19 0.12 0.01
H -0.01 0.11 0.01
H -0.09 0.06 -0.10
H 0.14 -0.10 -0.05
H 0.16 -0.05 -0.02
H -0.42 -0.34 0.25
H 0.10 -0.24 0.22
H -0.26 -0.20 -0.04
C -0.01 0.53 0.22
C 0.48 -0.07 -0.47
N -0.30 0.06 0.14
C 0.46 -0.15 -0.13
C -0.81 -0.22 -0.26
C -0.20 0.27 0.18
C 0.42 0.00 0.07
H -0.05 0.02 -0.10
H -0.03 -0.27 0.09
H -0.02 -0.20 -0.16
H -0.06 0.14 0.16
H -0.22 -0.15 0.27
H -0.02 -0.03 -0.02
H 0.01 0.12 0.07
H 0.28 0.04 -0.10
H 0.15 0.16 0.11
H 0.12 -0.06 0.11
H 0.05 -0.05 -0.11
H 0.11 -0.05 -0.04
H -0.21 -0.11 0.05
H -0.02 -0.13 -0.12
H -0.09 0.16 0.01
C -0.14 -0.51 -0.50
C -0.15 0.82 0.43
C -0.06 -0.59 0.49
O 0.35 0.11 -0.52
C -0.90 -0.10 0.12
H -0.03 0.17 0.25
H 0.22 0.19 0.05
H 0.09 -0.03 -0.17
H -0.05 -0.18 -0.07
H 0.04 0.13 -0.18
H 0.02 0.05 -0.05
H 0.57 0.11 0.00
H 0.00 -0.15 0.11
C -0.57 0.08 -0.06
C -0.28 0.26 -1.03
C -0.31 0.95 0.80
O 0.38 -0.06 -0.27
C 0.18 -0.55 0.33
H -0.04 0.24 0.11
H 0.39 -0.24 -0.01
H 0.18 -0.31 0.29
H 0.05 -0.02 0.02
H 0.12 -0.20 0.01
H -0.07 -0.49 -0.12
H 0.03 0.08 0.08
H -0.05 0.27 -0.08

Structure (SMILES): CCN(CC)CC.CCN(CC)CC.CCN(CC)CC.C1CCOC1.C1CCOC1
Electronic energy in eV: -36514.688
E_HOMO in eV: -8.1
Kohn-Sham gap in eV: 8.83
ΔE to the lowest compared entry with this formula, charge and spin in kcal/mol: 0.00
LUMO in eV: 0.756
Net charge: 0

Mulliken population analysis, charges in e, atoms 1 to 4: number 1, C, carries -1.316; number 2, C, carries -0.411; number 3, N, carries 0.139; number 4, C, carries -0.460



2.
Computed, not measured: 6 unconnected molecules or ions with the total composition C26H61N4O6 at a distorted geometry, with the ωB97M-V functional and the def2-TZVPD basis.

Geometry (Å):
C 3.519 -0.790 5.285
O 3.160 -0.006 4.138
C 2.214 -0.656 3.285
C 0.752 0.034 3.330
C 0.482 0.434 4.828
C -0.956 0.963 5.122
C -1.106 2.370 5.522
N -2.314 2.949 5.841
C -3.488 2.206 5.810
C -3.475 0.803 5.415
C -2.185 0.136 5.058
C -2.184 -1.360 4.645
C -1.875 -2.380 5.828
N -0.394 -2.529 5.970
N -2.439 -3.690 5.381
N -2.516 -2.071 7.106
H 4.576 -0.559 5.609
H 3.331 -1.889 5.180
H 2.870 -0.434 6.149
H 2.575 -0.482 2.225
H 2.148 -1.769 3.405
H 0.763 0.913 2.622
H 0.029 -0.705 2.901
H 1.186 1.293 5.056
H 0.749 -0.366 5.572
H -0.190 3.003 5.588
H -2.315 3.926 6.135
H -4.417 2.748 6.116
H -4.454 0.271 5.432
H -1.507 -1.613 3.793
H -3.234 -1.591 4.288
H -0.136 -2.411 6.959
H -0.115 -3.489 5.756
H -2.242 -3.751 4.376
H -2.008 -4.458 5.896
H -2.031 -1.342 7.631
H -3.515 -1.896 7.017
C 1.178 -1.827 -2.529
C 1.496 -0.886 -1.378
C 2.997 -0.741 -1.183
O 0.905 -1.388 -0.176
H 1.573 -2.828 -2.335
H 0.098 -1.932 -2.652
H 1.602 -1.461 -3.466
H 1.054 0.094 -1.571
H 3.455 -1.705 -0.943
H 3.213 -0.071 -0.346
H 3.476 -0.342 -2.080
H 1.288 -2.255 0.004
C -5.542 4.903 3.815
C -6.789 4.034 3.767
C -8.052 4.879 3.766
O -6.803 3.159 4.897
H -5.522 5.507 4.728
H -4.642 4.281 3.827
H -5.492 5.572 2.955
H -6.766 3.408 2.873
H -8.119 5.482 4.676
H -8.939 4.242 3.742
H -8.079 5.547 2.903
H -6.825 3.705 5.694
C 1.227 -4.592 -7.134
C 1.543 -3.654 -5.981
C 3.044 -3.505 -5.783
O 0.953 -4.159 -4.781
H 1.624 -5.594 -6.941
H 0.147 -4.698 -7.257
H 1.651 -4.224 -8.070
H 1.100 -2.675 -6.173
H 3.503 -4.470 -5.543
H 3.256 -2.837 -4.945
H 3.523 -3.105 -6.679
H 1.338 -5.025 -4.601
C 7.088 2.767 -3.999
C 5.830 1.913 -4.017
C 4.576 2.774 -3.993
O 5.830 1.041 -2.887
H 7.134 3.373 -3.088
H 7.979 2.137 -4.005
H 7.125 3.434 -4.863
H 5.826 1.284 -4.910
H 4.538 3.380 -3.082
H 3.681 2.148 -3.995
H 4.538 3.441 -4.857
H 5.834 1.586 -2.091
C -0.426 0.533 -9.201
C -0.881 -0.679 -8.404
C -2.239 -0.442 -7.763
O 0.080 -0.971 -7.389
H -0.324 1.409 -8.552
H 0.555 0.354 -9.647
H -1.134 0.771 -9.998
H -0.932 -1.551 -9.060
H -2.198 0.401 -7.066
H -2.548 -1.316 -7.186
H -3.001 -0.234 -8.517
H 0.134 -0.206 -6.803

Cartesian forces, eV/Å:
C -0.37 0.78 1.51
O -0.17 -1.50 0.09
C -0.72 0.89 -1.89
C 1.16 -0.77 0.27
C -0.26 1.18 0.10
C -1.67 1.03 0.59
C 0.10 -1.95 -0.52
N 0.12 -2.40 -0.55
C 0.53 -1.36 -0.37
C 2.15 1.58 0.33
C -0.23 1.82 0.37
C -1.05 0.13 -0.01
C -0.02 -1.41 -0.28
N -0.31 0.43 1.10
N 0.06 1.48 -0.52
N 0.81 0.06 -0.37
H -1.05 -0.40 -0.73
H 0.40 0.93 -0.23
H 0.69 -0.55 -0.72
H -0.33 -0.33 1.12
H 0.09 0.99 0.39
H -0.12 -0.70 1.03
H 0.58 0.67 0.48
H -0.72 -0.94 -0.24
H -0.53 0.52 -1.07
H -1.05 -0.46 -0.04
H -0.19 -0.37 -0.14
H 0.98 -0.71 -0.51
H 1.06 0.43 -0.17
H -0.41 0.60 0.86
H 1.07 0.26 0.47
H -0.12 0.01 -0.52
H -0.29 0.44 -0.07
H -0.10 -0.54 0.52
H -0.17 0.29 -0.22
H -0.40 -0.10 -0.26
H 0.41 -0.05 0.03
C -0.23 0.12 0.00
C 0.46 -0.60 -0.20
C 0.03 0.26 0.07
O -0.28 0.25 0.37
H 0.10 0.08 -0.06
H 0.07 0.04 -0.05
H -0.01 -0.09 0.02
H -0.10 -0.06 0.22
H -0.06 -0.03 -0.14
H -0.02 0.04 -0.08
H 0.07 -0.04 0.07
H -0.01 0.09 -0.15
C 0.23 -0.08 -0.08
C -0.10 0.62 0.33
C -0.20 -0.10 -0.11
O 0.32 -0.41 0.09
H -0.16 0.07 -0.06
H -0.04 -0.01 -0.14
H 0.04 0.00 0.07
H 0.01 -0.15 0.19
H 0.12 0.05 -0.06
H 0.08 0.01 -0.07
H -0.01 -0.01 0.06
H -0.21 0.02 -0.14
C -0.21 0.05 -0.13
C 0.38 -0.44 -0.05
C 0.07 0.18 0.09
O -0.19 0.15 0.19
H 0.12 0.07 0.00
H 0.05 0.09 -0.01
H -0.01 -0.04 0.03
H -0.09 -0.17 0.14
H -0.04 -0.03 -0.12
H -0.03 0.02 -0.07
H 0.01 -0.04 0.04
H -0.03 0.09 -0.09
C 0.21 -0.09 -0.14
C 0.03 0.56 0.44
C -0.22 -0.09 -0.14
O -0.07 -0.33 -0.10
H -0.12 0.04 -0.06
H -0.07 0.01 -0.07
H 0.02 0.00 0.06
H 0.00 -0.14 0.17
H 0.13 0.04 -0.05
H 0.06 0.00 -0.07
H -0.02 0.00 0.06
H 0.03 -0.03 -0.12
C 0.17 -0.05 -0.22
C -0.14 0.65 0.26
C -0.17 -0.23 0.04
O 0.13 -0.26 -0.04
H -0.14 -0.03 0.02
H -0.08 -0.04 -0.02
H 0.04 0.03 0.04
H 0.15 -0.05 0.16
H 0.05 0.07 -0.12
H 0.02 0.01 -0.09
H 0.02 0.02 0.06
H -0.04 -0.06 -0.10

Electronic energy in eV: -46188.942
E_HOMO in eV: -11.1
Kohn-Sham gap in eV: 7.13
LUMO in eV: -4.016
Net charge: +1

Mulliken population analysis, charges in e, atoms 1 to 4: number 1, C, carries -0.524; number 2, O, carries -0.403; number 3, C, carries -0.118; number 4, C, carries -0.206



3.
Computed, not measured: 6 unconnected molecules or ions with the total composition C26H62B2NO19P2S5 at a distorted geometry, with the ωB97M-V functional and the def2-TZVPD basis.

Geometry (Å):
C -5.536 -2.174 2.575
C -4.314 -2.109 3.715
P -2.699 -1.803 2.739
C -2.270 -3.364 1.695
C -1.832 -2.962 0.145
P -0.979 -1.526 4.122
C -1.223 -0.050 5.315
B -1.846 -0.447 6.788
O -3.215 0.061 7.149
O -1.162 -1.236 7.840
B -0.770 -3.222 5.013
O -1.998 -3.770 5.680
O 0.464 -4.031 5.060
C -0.002 -5.436 4.933
C 0.516 -1.099 2.949
C 1.218 0.414 3.010
C 2.453 0.704 1.937
C 2.844 -0.525 0.926
N 2.251 -1.903 0.869
C 1.134 -2.141 1.846
H -5.866 -1.084 2.267
H -5.034 -2.644 1.603
H -6.416 -2.848 2.962
H -4.469 -1.221 4.485
H -4.216 -3.134 4.306
H -3.252 -4.034 1.692
H -1.427 -4.035 2.163
H -0.712 -3.225 -0.102
H -2.001 -1.818 -0.052
H -2.503 -3.645 -0.557
H -2.007 0.700 4.819
H -0.231 0.570 5.530
H -3.105 0.573 8.019
H -1.886 -1.654 8.427
H -2.037 -3.467 6.634
H -0.460 -5.878 5.917
H -0.796 -5.457 4.048
H 0.856 -6.183 4.599
H 0.843 1.236 3.753
H 2.994 1.751 1.883
H 3.709 -0.289 0.137
H 0.622 -3.219 1.810
O 3.436 1.642 -1.238
S 3.743 3.019 -1.559
O 2.816 4.098 -1.284
O 4.202 3.111 -3.121
C 3.325 2.609 -4.118
C 2.157 3.547 -4.358
C 5.309 3.437 -0.836
H 2.978 1.603 -3.858
H 3.907 2.520 -5.042
H 1.507 3.600 -3.480
H 1.553 3.208 -5.204
H 2.513 4.564 -4.558
H 6.029 2.652 -1.069
H 5.171 3.511 0.245
H 5.637 4.399 -1.235
O 2.504 4.040 -7.662
S 2.811 5.417 -7.983
O 1.884 6.496 -7.708
O 3.270 5.509 -9.545
C 2.393 5.006 -10.542
C 1.226 5.945 -10.782
C 4.377 5.835 -7.260
H 2.046 4.001 -10.282
H 2.975 4.918 -11.466
H 0.575 5.998 -9.904
H 0.621 5.606 -11.628
H 1.581 6.962 -10.982
H 5.097 5.050 -7.493
H 4.239 5.909 -6.179
H 4.705 6.797 -7.658
O 1.550 -7.693 7.290
S 2.780 -7.099 7.766
O 4.080 -7.603 7.375
O 2.726 -6.998 9.393
C 2.488 -8.182 10.139
C 3.719 -9.067 10.189
C 2.738 -5.357 7.429
H 1.625 -8.725 9.740
H 2.231 -7.872 11.159
H 3.961 -9.462 9.197
H 3.560 -9.917 10.858
H 4.590 -8.500 10.532
H 1.779 -4.954 7.755
H 2.856 -5.221 6.351
H 3.564 -4.874 7.955
O -0.569 0.133 -11.676
S -1.319 0.892 -10.699
O -1.186 2.328 -10.572
O -1.113 0.216 -9.229
C 0.209 0.047 -8.739
C 0.802 1.362 -8.269
C -3.043 0.510 -10.884
H 0.844 -0.428 -9.493
H 0.149 -0.641 -7.888
H 0.950 2.050 -9.107
H 1.771 1.202 -7.790
H 0.130 1.858 -7.559
H -3.164 -0.571 -10.941
H -3.392 0.977 -11.809
H -3.590 0.921 -10.033
O -4.517 1.717 3.479
S -4.758 3.120 3.738
O -6.067 3.620 4.105
O -4.197 3.996 2.482
C -4.674 3.698 1.179
C -6.085 4.215 0.969
C -3.590 3.684 4.949
H -4.612 2.623 0.980
H -4.003 4.196 0.470
H -6.799 3.683 1.606
H -6.398 4.081 -0.070
H -6.151 5.277 1.228
H -2.593 3.348 4.665
H -3.871 3.253 5.913
H -3.636 4.774 5.004

Cartesian forces, eV/Å:
C 1.25 0.15 -0.34
C -0.56 -0.85 0.88
P -0.90 0.49 -0.81
C 0.31 -1.32 -0.25
C -0.37 -0.58 -0.08
P 1.91 1.34 -1.06
C -0.54 1.21 0.19
B -1.67 -0.30 2.52
O 3.76 0.23 0.55
O -2.92 0.52 -1.92
B 1.03 -3.50 2.97
O 2.45 2.23 -0.28
O -3.99 1.13 -0.87
C -0.42 -2.22 -0.84
C 3.52 1.72 -2.48
C 1.64 -2.94 -3.25
C -2.80 -3.92 0.59
C -1.59 0.20 1.86
N -2.26 4.53 4.20
C 0.50 2.25 0.58
H 0.55 -2.32 0.87
H -1.45 0.79 1.98
H 1.79 1.50 -0.86
H 0.34 -1.83 -1.67
H -0.42 2.20 -1.18
H 2.09 1.47 0.03
H -1.65 1.22 -0.73
H -2.27 0.58 0.70
H 0.22 -2.33 0.29
H 1.43 1.74 1.31
H 1.67 -1.70 0.84
H -1.85 -1.67 -0.70
H -0.50 -1.32 -1.63
H 1.68 1.30 -1.10
H 0.13 -0.56 -1.56
H 0.88 1.14 -1.94
H 1.52 -0.28 2.04
H -1.45 2.08 0.79
H 0.86 -1.77 -1.67
H -1.31 -2.52 0.10
H -2.25 -0.75 1.93
H 1.51 2.62 -0.01
O -0.20 0.81 -0.14
S 0.35 0.76 -0.86
O 0.51 -1.28 -0.03
O 0.41 0.04 1.77
C -0.99 -0.26 -1.01
C -0.32 0.10 0.23
C 0.07 0.00 -0.14
H 0.11 0.09 0.13
H 0.16 0.06 0.37
H 0.10 -0.02 -0.11
H 0.21 0.05 0.01
H -0.05 -0.19 -0.07
H -0.11 0.07 -0.03
H -0.12 -0.02 -0.18
H -0.12 -0.17 0.04
O -0.14 0.90 -0.20
S 0.19 0.53 -0.67
O 0.55 -1.23 -0.07
O 0.41 0.07 1.64
C -0.93 -0.28 -0.94
C -0.28 0.18 0.22
C 0.09 0.03 -0.14
H 0.08 0.10 0.12
H 0.18 0.05 0.40
H 0.08 -0.04 -0.15
H 0.14 -0.03 0.06
H 0.00 -0.19 -0.04
H -0.11 0.07 -0.03
H -0.14 -0.04 -0.18
H -0.12 -0.17 0.03
O 0.89 0.12 0.24
S 0.51 0.08 0.61
O -1.39 0.20 0.15
O -0.06 0.77 -1.44
C -0.01 -1.14 0.69
C 0.26 -0.15 -0.27
C 0.02 0.05 0.16
H 0.07 0.15 -0.10
H 0.00 0.28 -0.34
H -0.05 0.04 0.16
H -0.05 0.15 -0.01
H -0.18 -0.08 0.03
H 0.10 -0.08 0.00
H -0.01 -0.16 0.14
H -0.12 -0.15 -0.07
O -0.26 0.83 0.80
S -0.11 -0.08 0.35
O 0.20 -1.17 -0.31
O -0.89 0.26 -1.08
C 1.11 0.06 0.47
C 0.03 0.29 -0.16
C -0.04 -0.05 0.18
H -0.18 0.06 -0.05
H -0.32 0.03 -0.28
H 0.01 -0.11 0.18
H -0.11 -0.03 -0.03
H 0.12 -0.11 -0.06
H 0.08 0.12 0.02
H 0.22 -0.01 0.12
H 0.15 -0.04 -0.12
O -0.36 0.60 0.07
S -0.20 1.00 -0.33
O 1.15 -0.90 -0.38
O 0.19 -0.55 1.63
C -0.62 -0.12 -1.22
C -0.35 -0.02 0.20
C 0.06 0.10 -0.05
H 0.04 0.05 0.18
H 0.10 -0.06 0.43
H 0.10 0.07 -0.12
H 0.14 0.03 0.07
H 0.07 -0.16 -0.12
H -0.10 0.07 -0.06
H -0.12 -0.02 -0.22
H -0.02 -0.19 -0.07

Electronic energy in eV: -142452.143
E_HOMO in eV: -11.7
Kohn-Sham gap in eV: 8.15
LUMO in eV: -3.549
Net charge: +1

Mulliken population analysis, charges in e, atoms 1 to 4: number 1, C, carries -0.793; number 2, C, carries -0.317; number 3, P, carries -0.046; number 4, C, carries -0.266